## A
Below is a single C2H6N2O molecule, with properties calculated with the ωB97M-V functional and the def2-TZVPD basis.

Summary:
E_LUMO, eV: 0.41
Structure (SMILES): NCC(N)=O
E_HOMO, hartree: -0.3754

Each line ends with the Mulliken charge.
CARTESIAN COORDINATES (ANGSTROEM)
N (0.05673, -1.89202, 0.68417)  -0.705
C (-0.63924, -0.84423, -0.05601)  -0.509
C (0.32381, 0.47538, -0.15801)  0.472
N (0.13154, 1.64556, -0.95260)  -0.594
O (1.44129, 0.33871, 0.43104)  -0.617
H (1.21757, -1.59660, 0.31420)  0.349
H (0.20100, -1.32937, 1.56089)  0.308
H (-1.61785, -0.40968, 0.49746)  0.275
H (-0.88814, -0.98564, -1.08712)  0.369
H (0.70486, 2.59570, -0.36182)  0.343
H (-0.93158, 2.00220, -0.87219)  0.309


## B
Below is a single C2H6N2O molecule, with properties calculated with the ωB97M-V functional and the def2-TZVPD basis.

Summary:
E_LUMO, eV: 0.89
Structure (SMILES): [H]/N=C(/O)CN
E_HOMO, hartree: -0.3490

Each line ends with the Mulliken charge.
CARTESIAN COORDINATES (ANGSTROEM)
H (0.83212, 1.55872, -1.49449)  0.220
N (0.47449, 1.75281, -0.56568)  -0.825
C (0.16421, 0.71259, 0.11609)  0.807
O (-0.16100, 0.89423, 1.41770)  -0.535
C (0.49626, -0.70676, -0.22659)  -0.396
N (-1.02038, -1.04609, -0.20317)  -0.589
H (-0.19399, 1.85000, 1.56942)  0.357
H (1.12087, -1.18307, 0.54424)  0.217
H (0.84640, -0.80642, -1.25494)  0.324
H (-1.39727, -1.07495, 0.73968)  0.197
H (-1.16171, -1.95105, -0.64226)  0.223


## C
Below is a single C2H6N2O molecule, with properties calculated with the ωB97M-V functional and the def2-TZVPD basis.

Summary:
E_LUMO, eV: 0.73
Structure (SMILES): CN(N)C=O
E_HOMO, hartree: -0.3475

Each line ends with the Mulliken charge.
CARTESIAN COORDINATES (ANGSTROEM)
C (-1.47075, -0.90526, 0.06151)  -0.751
N (-0.34301, 0.04199, -0.01716)  0.255
N (-0.55202, 1.39282, -0.04205)  -0.647
C (0.94772, -0.52822, -0.11086)  0.223
O (2.00419, 0.01866, 0.08267)  -0.502
H (-1.85772, -1.06513, 1.14395)  0.237
H (-2.30073, -0.40279, -0.62092)  0.276
H (-1.12804, -1.87009, -0.34868)  0.269
H (-0.87979, 1.71125, 0.92319)  0.238
H (-1.22760, 1.67584, -0.78341)  0.263
H (0.76373, -1.64113, -0.26492)  0.139


Most stable to least stable, the ends of the list are B and A.


## A
Below is 2 unconnected molecules or ions with the total composition C2H6N2O, with properties calculated with the ωB97M-V functional and the def2-TZVPD basis.

Summary:
E_LUMO, eV: 1.07
Structure (SMILES): NC=O.C=N
E_HOMO, hartree: -0.3671

Each line ends with the Mulliken charge.
CARTESIAN COORDINATES (ANGSTROEM)
N (3.14436, -1.66466, 0.43428)  -0.369
C (4.00699, -0.60556, 0.38047)  0.112
O (4.99398, -0.59297, -0.31171)  -0.520
H (3.39931, -2.43409, -0.16840)  0.237
H (2.60637, -1.96625, 1.23137)  0.227
H (3.66472, 0.25701, 0.97449)  0.313
C (-4.49022, 1.41248, -0.11313)  -0.248
N (-3.65893, 1.31684, -1.04893)  -0.458
H (-4.10649, 1.36822, 0.89143)  0.252
H (-5.56975, 1.50731, -0.26358)  0.217
H (-3.99033, 1.40167, -2.00629)  0.236


## B
Below is a single C2H6N2O molecule, with properties calculated with the ωB97M-V functional and the def2-TZVPD basis.

Summary:
E_LUMO, eV: 0.92
Structure (SMILES): [H]/N=C\NOC
E_HOMO, hartree: -0.3380

Each line ends with the Mulliken charge.
CARTESIAN COORDINATES (ANGSTROEM)
H (2.80820, 0.98491, -0.20245)  0.238
N (2.77309, -0.05314, -0.10576)  -0.584
C (1.57318, -0.46819, 0.00579)  0.053
N (0.45483, 0.31582, 0.01999)  -0.351
O (-0.66103, -0.56063, 0.12128)  -0.240
C (-1.98847, 0.04698, -0.14920)  -0.482
H (1.47288, -1.53857, 0.05457)  0.400
H (0.34922, 0.90376, 0.84342)  0.256
H (-2.40187, -0.76891, -0.77627)  0.181
H (-1.72517, 1.06472, -0.53278)  0.310
H (-2.65486, 0.07326, 0.72141)  0.219


Most stable to least stable, the ends of the list are A and B.


## A
Below is a single C2H6N2O molecule, with properties calculated with the ωB97M-V functional and the def2-TZVPD basis.

Summary:
E_LUMO, eV: 0.86
Structure (SMILES): [H]/N=C(\C)NO
E_HOMO, hartree: -0.3311

Each line ends with the Mulliken charge.
CARTESIAN COORDINATES (ANGSTROEM)
H (-2.05487, 0.09723, 0.26564)  0.214
N (-1.32450, -0.61535, 0.26607)  -0.774
C (-0.19456, -0.09831, -0.03896)  0.745
C (0.09960, 1.36985, -0.30382)  -1.095
N (0.88878, -0.93800, -0.15892)  -0.237
O (0.63959, -2.22465, 0.33166)  -0.449
H (0.45074, 1.82561, 0.65984)  0.264
H (0.90931, 1.51068, -1.03372)  0.307
H (-0.80637, 1.86991, -0.66638)  0.352
H (1.74909, -0.58502, 0.25506)  0.248
H (-0.35681, -2.21194, 0.42351)  0.423


## B
Below is 2 unconnected molecules or ions with the total composition C2H6N2O, with properties calculated with the ωB97M-V functional and the def2-TZVPD basis.

Summary:
E_LUMO, eV: 0.79
Structure (SMILES): [H]/N=C/N.C=O
E_HOMO, hartree: -0.3552

Each line ends with the Mulliken charge.
CARTESIAN COORDINATES (ANGSTROEM)
H (2.16523, 1.62921, 0.66426)  0.239
N (1.75480, 1.21786, -0.16582)  -0.632
C (2.26622, 0.10063, -0.47147)  0.064
N (1.90214, -0.51852, -1.66197)  -0.499
H (3.16597, -0.29209, -0.00547)  0.309
H (0.94485, -0.26937, -1.88651)  0.284
H (2.03041, -1.52138, -1.66861)  0.237
C (-3.55864, -0.07672, 1.28448)  -0.061
O (-3.64350, -0.92074, 2.13114)  -0.376
H (-4.11400, -0.15124, 0.33128)  0.216
H (-2.91347, 0.80236, 1.44868)  0.220


Most stable to least stable, the ends of the list are B and A.


## A
Below is 2 unconnected molecules or ions with the total composition C5H13IN, with properties calculated with the ωB97M-V functional and the def2-TZVPD basis.

Summary:
E_LUMO, eV: -3.02
E_HOMO, hartree: -0.4678
Net charge: +1

Each line ends with the Mulliken charge.
CARTESIAN COORDINATES (ANGSTROEM)
C (0.56826, 1.04228, 0.72161)  -1.006
C (1.31254, -1.26419, 0.38133)  -0.932
C (0.42953, 0.06823, -1.42006)  -1.206
C (-1.07534, -0.76202, 0.28382)  -0.762
C (-2.57871, 0.73827, 0.30658)  -0.834
N (0.23562, -0.24125, -0.02215)  0.058
I (-4.41595, -0.13676, 0.03089)  0.207
H (0.52134, 0.85807, 1.72828)  0.459
H (1.51595, 1.41021, 0.32289)  0.385
H (-0.23942, 1.70110, 0.63987)  0.436
H (2.23718, -1.03053, -0.08019)  0.382
H (1.38502, -1.32620, 1.48865)  0.376
H (1.04372, -2.17197, -0.09259)  0.442
H (0.05671, -0.63638, -2.10966)  0.513
H (-0.04534, 0.93164, -1.72958)  0.473
H (1.36338, 0.33950, -1.79854)  0.462
H (-1.57257, -1.47220, -0.45646)  0.387
H (-1.04762, -1.10523, 1.35629)  0.350
H (-2.42604, 1.01389, 1.25466)  0.482
H (-2.16227, 1.42013, -0.52515)  0.328


## B
Below is a gas-phase ion, C5H13IN (charge +1), with properties calculated with the ωB97M-V functional and the def2-TZVPD basis.

Summary:
E_LUMO, eV: -3.59
Structure (SMILES): CC[NH2+]C(C)(C)I
E_HOMO, hartree: -0.5087
Net charge: +1

Each line ends with the Mulliken charge.
CARTESIAN COORDINATES (ANGSTROEM)
C (-1.82838, -1.92883, 0.05276)  -1.304
C (-1.08390, -0.62252, 0.28608)  -0.369
N (0.34276, -0.81127, -0.02103)  -0.303
C (1.40868, 0.65500, -0.02496)  0.319
C (1.05099, 1.36051, -1.29244)  -1.327
C (1.10380, 1.38344, 1.24059)  -1.369
I (3.38710, -0.22652, -0.05792)  0.265
H (-1.80086, -2.20407, -1.00046)  0.369
H (-1.40632, -2.74263, 0.64063)  0.386
H (-2.86851, -1.81414, 0.34032)  0.383
H (-1.18214, -0.30187, 1.32335)  0.392
H (-1.49361, 0.14794, -0.37161)  0.288
H (0.76393, -1.46158, 0.64730)  0.433
H (0.44967, -1.20268, -0.96031)  0.393
H (1.15999, 0.72680, -2.17052)  0.438
H (0.03589, 1.75211, -1.24863)  0.357
H (1.72006, 2.21084, -1.42624)  0.423
H (1.25956, 0.76861, 2.12391)  0.428
H (0.08916, 1.77767, 1.23803)  0.370
H (1.78301, 2.23355, 1.32017)  0.429


## C
Below is 2 unconnected molecules or ions with the total composition C5H13IN, with properties calculated with the ωB97M-V functional and the def2-TZVPD basis.

Summary:
E_LUMO, eV: -4.06
E_HOMO, hartree: -0.4636
Net charge: +1

Each line ends with the Mulliken charge.
CARTESIAN COORDINATES (ANGSTROEM)
C (-0.91620, -1.09900, 0.02327)  -1.567
C (1.68980, -1.44871, -0.34522)  -1.582
C (1.94210, 1.32511, -0.19597)  -1.081
C (-0.34620, 1.59810, 0.52848)  -1.045
C (0.53941, -0.52649, -0.03390)  1.161
N (0.70103, 0.73791, 0.19231)  0.187
I (-5.19634, 0.02466, -0.06432)  -0.116
H (-1.44333, -0.86349, 0.86506)  0.511
H (-1.39796, -0.80204, -0.77738)  0.472
H (-0.71123, -2.14079, -0.12784)  0.373
H (2.69810, -1.05924, -0.07205)  0.423
H (1.42148, -2.37746, 0.11837)  0.452
H (1.73993, -1.75600, -1.39460)  0.376
H (1.66326, 2.31127, -0.62270)  0.450
H (2.69297, 1.44414, 0.57828)  0.269
H (2.34170, 0.67107, -1.06460)  0.426
H (-0.79915, 1.11902, 1.46088)  0.409
H (-0.02949, 2.60092, 0.95561)  0.420
H (-1.09145, 1.79612, -0.27084)  0.337
H (-5.49843, -1.55510, 0.24717)  0.124


Most stable to least stable, the ends of the list are B and A.